A cluster of 12 separate species, H24O12 in total in a non-equilibrium geometry. Source: the OMol25 dataset; level of theory: ωB97M-V/def2-TZVPD.

E_LUMO	-0.4792	eV
structure (SMILES)	O.O.O.O.O.O.O.O.O.O.O.O
frontier orbital gap	9.82	eV
spin multiplicity	1
highest occupied orbital energy	-0.3785	Ha
energy relative to the best compared isomer or geometry (same formula, charge and spin)	2.633	eV

Positions of all 36 atoms, in Å:
O 3.765 1.210 1.551
H 4.413 1.895 1.591
H 2.881 1.478 1.679
O -1.557 -2.500 0.488
H -2.165 -2.794 -0.147
H -2.096 -1.765 0.830
O 1.340 2.487 0.907
H 1.013 1.917 0.211
H 0.828 2.266 1.717
O -1.107 1.889 2.117
H -1.546 1.062 1.901
H -1.892 2.277 2.458
O -2.144 1.331 -1.129
H -1.534 1.029 -0.412
H -1.887 0.848 -1.930
O 0.868 -1.885 -2.590
H 0.586 -1.572 -3.469
H 1.615 -1.309 -2.489
O -0.989 -3.815 -2.440
H -0.645 -2.935 -2.394
H -1.844 -3.767 -2.810
O -3.176 -1.655 -1.636
H -3.915 -1.545 -0.980
H -2.554 -0.966 -1.478
O 1.444 2.420 -2.187
H 1.332 1.727 -2.828
H 0.571 2.684 -1.955
O 1.251 1.371 3.605
H 0.445 1.815 3.588
H 1.133 0.621 3.000
O 1.342 -0.824 1.999
H 1.097 -1.671 1.670
H 2.269 -0.955 2.021
O 0.262 0.237 -0.281
H 0.701 -0.055 0.534
H -0.105 -0.552 -0.713

A cluster of 2 separate species, C4H7NO in total. Source: the OMol25 dataset; level of theory: ωB97M-V/def2-TZVPD.

E_LUMO	-0.5241	eV
frontier orbital gap	8.44	eV
spin multiplicity	1
highest occupied orbital energy	-0.3294	Ha
energy relative to the best compared isomer or geometry (same formula, charge and spin)	6.360	eV

Positions of all 13 atoms, in Å:
C -2.116 -0.164 0.812
N -1.126 0.787 0.356
C 1.835 -0.952 -1.766
C 0.082 0.416 0.399
C 1.146 1.294 -0.142
O 2.244 0.844 -0.405
H -2.848 -0.313 0.012
H -2.645 0.267 1.666
H -1.689 -1.137 1.098
H 2.760 -1.358 -1.311
H 1.049 -1.474 -1.165
H 0.424 -0.560 0.774
H 0.885 2.349 -0.328

An isolated molecule of C4H3Cl5O in a non-equilibrium geometry. Source: the OMol25 dataset; level of theory: ωB97M-V/def2-TZVPD.

E_LUMO	-0.3550	eV
structure (SMILES)	O=CC(Cl)(Cl)C(Cl)(Cl)CCl
frontier orbital gap	10.61	eV
spin multiplicity	1
highest occupied orbital energy	-0.4031	Ha
energy relative to the best compared isomer or geometry (same formula, charge and spin)	0.894	eV

Positions of all 13 atoms, in Å:
O 0.157 -0.257 -1.568
C -0.343 0.818 -1.420
C -0.200 1.558 -0.133
Cl 1.540 1.461 0.264
Cl -0.517 3.262 -0.513
C -1.081 0.940 1.153
Cl -2.797 1.241 0.947
Cl -0.594 1.764 2.578
C -0.680 -0.565 1.267
Cl -1.427 -1.388 2.690
H -0.816 1.236 -2.237
H 0.485 -0.776 1.371
H -0.984 -0.959 0.375

A cluster of 4 separate species, C12H26BF3N3O5 in total. Source: the OMol25 dataset; level of theory: ωB97M-V/def2-TZVPD.

total charge	-1
E_LUMO	2.1614	eV
frontier orbital gap	6.34	eV
spin multiplicity	1
highest occupied orbital energy	-0.1535	Ha

Positions of all 50 atoms, in Å:
F 3.251 4.560 -0.837
C 3.025 5.093 -2.061
F 3.726 4.337 -2.952
F 3.630 6.317 -2.062
C 1.565 5.169 -2.432
C 0.740 6.278 -1.700
O -0.247 5.584 -0.991
B -0.465 4.399 -1.859
O 0.978 3.975 -2.078
H 1.474 5.334 -3.509
H 1.318 6.885 -1.010
H 0.235 6.924 -2.414
H -0.877 4.732 -3.003
H -1.214 3.559 -1.432
C -3.006 0.818 0.223
C -1.849 0.763 -0.750
O -1.957 1.120 -1.905
N -0.654 0.317 -0.274
C -0.319 -0.151 1.060
H -3.873 1.204 -0.302
H -3.238 -0.177 0.612
H -2.775 1.483 1.056
H 0.077 0.344 -0.967
H 0.460 0.489 1.485
H 0.065 -1.167 1.004
H -1.187 -0.127 1.711
C 2.982 -2.951 3.545
C 2.539 -2.614 2.141
O 1.366 -2.646 1.808
N 3.499 -2.261 1.248
C 4.931 -2.158 1.458
H 2.104 -3.206 4.129
H 3.663 -3.803 3.541
H 3.478 -2.098 4.009
H 3.137 -2.044 0.333
H 5.266 -1.140 1.256
H 5.459 -2.836 0.785
H 5.188 -2.413 2.480
C -2.373 -4.366 0.796
C -3.877 -4.292 0.902
O -4.473 -4.569 1.930
N -4.555 -3.894 -0.207
C -4.017 -3.513 -1.502
H -1.972 -4.681 1.754
H -2.074 -5.088 0.035
H -1.956 -3.388 0.550
H -5.553 -3.861 -0.077
H -4.295 -2.486 -1.739
H -4.414 -4.168 -2.280
H -2.936 -3.586 -1.505

A structure of composition C33H49BaCl3N2O3PSi in a non-equilibrium geometry. Source: the OMol25 dataset; level of theory: ωB97M-V/def2-TZVPD.

total charge	-1
E_LUMO (alpha / beta)	2.0340 / 2.1205	eV
frontier orbital gap (alpha / beta)	2.59 / 2.52	eV
spin multiplicity	1
highest occupied orbital energy (alpha / beta)	-0.0204 / -0.0148	Ha
energy relative to the best compared isomer or geometry (same formula, charge and spin)	0.380	eV

Positions of all 93 atoms, in Å:
C -0.817 1.791 -4.781
C -0.769 0.491 -5.550
H 0.121 2.336 -4.947
H -0.926 1.653 -3.695
H -1.649 2.422 -5.124
C -0.331 0.418 -6.821
C 0.112 1.557 -7.692
H -0.299 -0.564 -7.310
H 0.900 2.163 -7.217
H -0.724 2.228 -7.952
H 0.520 1.153 -8.628
Ba -1.847 -0.203 -1.441
Cl -2.202 1.394 2.943
Cl -3.562 -2.596 -1.087
C -1.242 -2.764 0.903
O -0.606 -1.727 0.627
N -0.741 -3.894 1.391
C 0.692 -3.983 1.660
C -1.533 -5.120 1.314
H -2.341 -2.808 0.706
H 0.997 -3.136 2.283
H 1.268 -3.984 0.722
H 0.863 -4.920 2.187
H -2.486 -4.975 1.843
H -0.975 -5.935 1.773
H -1.767 -5.375 0.272
H 0.427 5.374 1.384
H 1.360 3.618 -2.011
C 1.305 4.754 1.126
C 1.911 3.727 -1.067
N 0.981 3.807 0.057
H 1.647 4.244 2.043
C -0.059 2.968 0.153
O -0.323 2.074 -0.686
H 2.613 2.884 -0.947
H -0.687 3.130 1.059
H 2.113 5.398 0.755
H 2.478 4.664 -1.061
O -1.888 -0.569 -3.682
C -1.469 -0.778 -4.961
C 0.601 -2.162 -5.620
C -0.689 -2.098 -5.088
H 1.147 -1.230 -5.794
C 1.151 -3.393 -6.000
H -2.376 -0.928 -5.602
C -1.295 -3.286 -4.645
H 2.122 -3.390 -6.497
C 0.429 -4.573 -5.785
C -0.775 -4.511 -5.067
H -2.182 -3.242 -4.003
H 0.838 -5.513 -6.140
H -1.322 -5.431 -4.861
Si 2.892 -1.419 -2.450
Cl 2.601 0.008 -3.871
C 4.386 -2.320 -3.142
C 1.492 -2.715 -2.301
C 2.644 -0.347 -0.923
H 4.634 -3.275 -2.653
H 5.262 -1.659 -3.088
H 4.203 -2.539 -4.208
H 3.564 0.180 -0.643
H 2.304 -0.973 -0.088
H 1.866 0.406 -1.122
H 1.561 -3.389 -3.166
H 0.504 -2.229 -2.296
H 1.578 -3.316 -1.377
C -3.773 2.141 5.431
P -2.084 1.834 4.943
C -1.054 3.288 5.067
C 0.306 3.158 5.409
C 1.090 4.303 5.542
C 0.532 5.566 5.336
C -0.821 5.697 5.003
C -1.619 4.561 4.866
C -1.386 0.437 5.810
C -1.003 -0.752 5.162
C -0.464 -1.806 5.903
C -0.325 -1.693 7.291
C -0.730 -0.523 7.943
C -1.260 0.540 7.214
H -3.790 2.441 6.488
H -4.338 1.205 5.298
H -4.203 2.930 4.799
H 0.733 2.168 5.578
H 2.147 4.207 5.805
H 1.152 6.455 5.435
H -1.250 6.685 4.856
H -2.678 4.652 4.606
H -1.105 -0.840 4.079
H -0.153 -2.720 5.399
H 0.090 -2.519 7.869
H -0.634 -0.437 9.028
H -1.586 1.449 7.726

A cluster of 8 separate species, C20H36F6NO20PS2 in total in a non-equilibrium geometry. Source: the OMol25 dataset; level of theory: ωB97M-V/def2-TZVPD.

E_LUMO	-0.8492	eV
frontier orbital gap	9.74	eV
spin multiplicity	1
highest occupied orbital energy	-0.3893	Ha
energy relative to the best compared isomer or geometry (same formula, charge and spin)	0.000	eV

Positions of all 86 atoms, in Å:
N -16.724 1.646 -19.898
H -16.963 2.087 -20.791
H -16.713 2.355 -19.170
H -15.828 1.165 -20.021
H -17.486 0.958 -19.755
P -19.960 0.187 -20.142
F -21.455 0.742 -20.388
F -20.418 -0.062 -18.618
F -20.417 -1.287 -20.606
F -18.489 -0.413 -19.748
F -19.503 0.476 -21.666
F -19.476 1.729 -19.871
C -23.760 -1.025 -21.343
C -24.475 -1.149 -20.025
C -23.643 -1.565 -18.771
O -24.041 -0.586 -17.826
C -24.837 0.365 -18.368
O -25.230 1.308 -17.769
O -25.072 0.095 -19.662
H -23.157 -0.131 -21.459
H -24.461 -1.008 -22.180
H -23.096 -1.887 -21.456
H -25.264 -1.904 -20.089
H -22.561 -1.496 -18.910
H -23.852 -2.615 -18.569
C -21.300 -0.450 -24.562
C -22.117 -0.322 -25.819
C -23.503 0.303 -25.527
O -23.611 1.337 -26.538
C -22.393 1.591 -27.055
O -22.102 2.528 -27.709
O -21.526 0.586 -26.752
H -21.878 -1.079 -23.872
H -21.080 0.507 -24.094
H -20.365 -0.999 -24.663
H -22.233 -1.283 -26.323
H -23.539 0.881 -24.605
H -24.278 -0.441 -25.669
C -21.846 4.041 -20.212
C -21.855 4.053 -21.725
C -22.428 2.795 -22.361
O -23.134 3.311 -23.498
C -23.231 4.657 -23.414
O -23.724 5.355 -24.236
O -22.744 5.068 -22.221
H -22.869 4.024 -19.840
H -21.306 4.905 -19.824
H -21.305 3.162 -19.869
H -20.870 4.353 -22.093
H -23.177 2.301 -21.738
H -21.669 2.066 -22.629
C -19.996 -0.156 -13.974
C -18.959 -1.009 -14.648
C -19.012 -0.965 -16.185
O -17.644 -0.869 -16.567
C -16.886 -0.602 -15.478
O -15.718 -0.390 -15.531
O -17.633 -0.555 -14.362
H -20.990 -0.350 -14.382
H -19.749 0.894 -14.121
H -20.072 -0.423 -12.920
H -19.065 -2.062 -14.370
H -19.534 -0.058 -16.491
H -19.579 -1.802 -16.582
C -14.540 -2.495 -18.686
C -15.960 -2.788 -19.137
O -15.855 -2.876 -20.555
S -14.805 -1.804 -21.092
O -15.429 -0.553 -21.388
O -14.026 -2.428 -22.084
O -14.030 -1.625 -19.721
H -13.913 -3.388 -18.659
H -14.461 -1.980 -17.734
H -16.645 -2.002 -18.834
H -16.313 -3.742 -18.754
C -19.445 -3.544 -23.378
C -18.578 -2.674 -22.497
O -17.272 -2.778 -23.043
S -17.376 -2.790 -24.633
O -16.431 -3.683 -25.170
O -17.539 -1.487 -25.160
O -18.844 -3.521 -24.675
H -20.485 -3.227 -23.311
H -19.426 -4.594 -23.069
H -18.661 -2.930 -21.446
H -18.921 -1.639 -22.587

A cluster of 9 separate species, C32H89N7O11 in total in a non-equilibrium geometry. Source: the OMol25 dataset; level of theory: ωB97M-V/def2-TZVPD.

E_LUMO	0.5991	eV
structure (SMILES)	COC[C@H](C)N.COC[C@H](C)N.COC[C@H](C)N.COC[C@H](C)N.COC[C@H](C)N.COC[C@H](C)N.COC[C@H](C)N.OCCO.OCCO
frontier orbital gap	9.59	eV
spin multiplicity	1
highest occupied orbital energy	-0.3303	Ha
energy relative to the best compared isomer or geometry (same formula, charge and spin)	4.047	eV

Positions of all 139 atoms, in Å:
C -2.055 4.372 1.525
O -0.704 4.005 1.409
C 0.069 4.609 2.421
C 1.511 4.380 2.238
C 2.265 4.880 3.482
N 2.052 4.922 0.981
H -2.573 3.828 0.730
H -2.096 5.458 1.340
H -2.402 3.988 2.512
H -0.139 5.697 2.460
H -0.162 4.196 3.379
H 1.678 3.273 2.233
H 3.353 4.661 3.459
H 1.815 4.509 4.411
H 2.233 5.971 3.538
H 2.082 5.954 0.949
H 3.021 4.582 0.828
C -2.412 -7.974 2.246
O -2.986 -6.709 1.809
C -2.120 -6.109 0.908
C -2.713 -4.699 0.637
C -1.852 -4.079 -0.392
N -2.823 -3.969 1.903
H -1.548 -7.705 2.857
H -2.211 -8.659 1.417
H -3.165 -8.381 2.890
H -1.106 -6.036 1.395
H -1.931 -6.712 0.015
H -3.745 -4.792 0.203
H -0.979 -3.549 0.016
H -2.339 -3.353 -1.079
H -1.536 -4.915 -0.994
H -3.435 -4.348 2.560
H -1.916 -3.979 2.335
C 5.734 -5.678 0.151
O 4.922 -4.677 0.784
C 3.551 -5.087 0.794
C 2.821 -4.172 1.735
C 1.350 -4.455 1.841
N 3.051 -2.775 1.368
H 5.601 -6.672 0.599
H 6.764 -5.412 0.220
H 5.569 -5.852 -0.916
H 3.033 -5.066 -0.131
H 3.443 -6.142 1.050
H 3.293 -4.349 2.707
H 0.881 -3.972 2.665
H 1.104 -5.477 2.035
H 0.864 -4.140 0.932
H 2.496 -2.712 0.530
H 4.002 -2.690 1.116
C -6.744 0.737 -2.482
O -5.410 0.313 -2.777
C -4.550 1.297 -2.299
C -3.103 0.900 -2.367
C -2.913 -0.523 -1.855
N -2.311 1.767 -1.493
H -6.873 0.850 -1.424
H -7.556 0.101 -2.835
H -6.938 1.635 -3.058
H -4.660 2.208 -2.864
H -4.865 1.452 -1.268
H -2.734 0.988 -3.417
H -1.853 -0.821 -1.882
H -3.536 -1.285 -2.380
H -3.243 -0.561 -0.800
H -1.327 1.579 -1.667
H -2.373 2.733 -1.742
C 3.682 -1.526 -1.897
O 4.213 -0.653 -0.952
C 4.223 0.731 -1.293
C 4.649 1.581 -0.116
C 5.814 0.923 0.553
N 3.571 1.810 0.793
H 3.494 -2.501 -1.463
H 4.347 -1.656 -2.745
H 2.716 -1.144 -2.243
H 4.932 0.861 -2.147
H 3.218 1.092 -1.704
H 4.990 2.529 -0.559
H 6.564 0.706 -0.211
H 5.502 -0.031 0.982
H 6.205 1.580 1.301
H 3.615 1.160 1.611
H 2.624 1.811 0.422
C 0.033 -2.437 -3.442
O -0.166 -1.148 -4.133
C 1.005 -0.459 -4.502
C 0.625 0.908 -4.983
C 1.878 1.587 -5.600
N 0.080 1.742 -3.888
H 0.489 -2.238 -2.495
H 0.690 -2.979 -4.076
H -0.943 -2.879 -3.353
H 1.646 -0.431 -3.601
H 1.539 -1.029 -5.255
H -0.077 0.674 -5.806
H 2.322 0.971 -6.413
H 2.626 1.574 -4.824
H 1.617 2.565 -5.953
H -0.483 1.057 -3.302
H -0.570 2.412 -4.325
C -5.267 2.385 3.312
O -4.675 1.696 4.400
C -3.310 1.990 4.684
C -2.299 1.390 3.718
C -2.566 -0.039 3.653
N -0.997 1.790 4.312
H -6.347 2.144 3.296
H -4.823 2.164 2.322
H -5.273 3.485 3.548
H -3.105 3.124 4.697
H -3.171 1.584 5.703
H -2.400 1.762 2.691
H -1.850 -0.639 3.091
H -3.537 -0.315 3.178
H -2.663 -0.544 4.636
H -0.906 1.555 5.290
H -0.301 1.171 3.903
O 0.577 3.662 -1.313
C -0.176 4.867 -1.629
C 0.486 5.599 -2.821
O 0.663 4.714 -3.893
H 1.233 4.010 -0.642
H -1.209 4.575 -1.845
H -0.086 5.551 -0.760
H 1.430 6.063 -2.543
H -0.063 6.479 -3.184
H 0.900 3.845 -3.495
O 0.723 0.383 -1.254
C 0.765 -0.485 -0.157
C 0.004 -0.024 1.091
O 0.518 1.179 1.584
H 1.202 1.209 -1.003
H 0.222 -1.292 -0.597
H 1.772 -0.783 0.000
H 0.242 -0.741 1.862
H -1.088 -0.017 0.971
H 0.083 1.976 1.324

An isolated molecule of C3H3ClOS in a non-equilibrium geometry. Source: the OMol25 dataset; level of theory: ωB97M-V/def2-TZVPD.

E_LUMO	-1.6557	eV
structure (SMILES)	O=C(C=S)CCl
frontier orbital gap	7.93	eV
spin multiplicity	1
highest occupied orbital energy	-0.3524	Ha
energy relative to the best compared isomer or geometry (same formula, charge and spin)	0.725	eV

Positions of all 9 atoms, in Å:
O 0.318 -0.930 1.491
C 0.225 -0.273 0.517
C 1.515 0.177 -0.138
S 1.604 0.525 -1.724
C -1.073 0.113 -0.130
Cl -2.561 -0.666 0.637
H 2.367 0.107 0.488
H -1.146 -0.187 -1.147
H -1.249 1.134 0.006